Record 1
{
  "formula": "C29H53MgN2O2P2",
  "method": "ωB97M-V/def2-TZVPD",
  "elements": ["C", "H", "C", "C", "H", "H", "H", "H", "H", "H", "C", "N", "C", "H", "H", "H", "H", "H", "H", "H", "P", "C", "P", "H", "H", "C", "H", "H", "C", "H", "C", "C", "H", "C", "C", "C", "H", "H", "C", "H", "H", "C", "H", "N", "O", "H", "C", "H", "H", "C", "H", "H", "H", "C", "H", "H", "C", "C", "Mg", "C", "C", "H", "H", "H", "C", "H", "H", "H", "C", "H", "H", "C", "H", "C", "C", "H", "H", "H", "H", "H", "H", "H", "H", "H", "C", "H", "O", "C", "H"],
  "positions_angstrom": [[0.5670, 3.5018, -2.3309], [-0.2939, -5.5997, 1.6387], [0.7892, -1.4228, -2.4564], [-3.3877, 0.4445, -1.6759], [-1.0464, 3.1618, -4.4840], [2.9953, -3.3232, 0.9710], [-3.2005, 0.6336, -0.6128], [0.1164, 0.3952, 3.0863], [-2.4223, 1.6474, -4.7792], [2.4831, 2.2664, -3.8020], [1.8042, -0.9778, 3.3858], [1.1804, -1.3666, -1.1653], [3.3943, 2.1106, -0.2386], [-0.3636, -3.2781, 4.5259], [-2.3211, 3.5019, -2.9581], [2.5844, -4.5987, 2.5793], [3.7109, -2.0350, 3.1848], [5.4521, 3.8725, 0.1421], [1.0947, 3.3352, -1.3868], [3.7363, -0.6589, 4.3054], [-0.7096, 1.0303, -2.1773], [-2.8936, 0.9889, -4.0469], [1.0622, -2.1076, 1.9766], [1.4618, 1.0919, 4.0077], [3.7543, -0.3622, 2.5487], [-0.8126, 2.1576, 0.4954], [4.3978, -0.2761, -0.3313], [-0.3009, 1.6748, -5.1619], [-2.5312, 1.3327, -2.5968], [-4.4452, 0.6839, -1.8622], [-2.8557, 2.8051, -2.3010], [1.2197, 0.4379, 3.1525], [1.7351, 0.6660, -4.0080], [1.4158, -2.2837, -3.3535], [1.7892, 1.5418, -3.3476], [5.2684, 1.9995, -1.8601], [0.2153, -1.4341, 4.8248], [5.3095, 2.7480, 1.5218], [2.0896, -2.3138, -0.6890], [-3.2599, -0.6265, -1.8823], [5.1522, 3.0385, -2.1842], [0.1059, -4.6187, 1.3382], [-2.6403, 3.0606, -1.2561], [2.2855, 1.7303, -0.0493], [-1.3752, 3.0628, 0.9370], [0.9630, -4.7927, 0.6747], [3.3367, -1.0099, 3.3381], [1.0214, -2.3188, -4.3677], [2.0246, -4.1008, 4.1889], [5.1639, 0.4128, 0.0678], [-2.6537, -0.0467, -4.3118], [1.4130, -5.5937, 3.4519], [-1.9948, -1.0841, 0.9044], [2.1725, -2.6505, 0.7015], [1.6769, -0.7374, 5.5333], [1.1475, 4.2194, -2.9303], [-0.6539, -3.6974, 3.5579], [0.4226, 2.2087, -3.1565], [0.5810, 0.3660, 0.0112], [2.5195, -3.0406, -2.9592], [4.8955, 1.8488, -0.3928], [0.6230, 3.1810, -5.0476], [1.6911, -2.4362, 5.0318], [-3.9790, 1.1126, -4.1674], [5.6426, 2.8505, 0.4786], [-3.9330, 2.9539, -2.4689], [4.6181, 1.3640, -2.4714], [-1.3462, -1.2047, -2.8243], [1.7115, -4.5516, 3.2412], [-0.3425, -0.4580, -4.0555], [-1.2036, -1.8057, -0.2361], [2.8729, -3.0501, -1.6191], [5.1383, 0.3525, 1.1660], [-0.4266, -0.6063, -2.9683], [0.5366, -3.8319, 2.5881], [-0.4063, 3.9625, -2.1190], [3.0757, -3.6368, -3.6864], [6.7292, 2.6712, 0.4621], [6.3071, 1.6949, -2.0262], [2.2308, 1.2252, -2.4002], [-1.0837, -4.6943, 3.7416], [-0.6645, -4.0873, 0.7618], [1.6303, 0.9239, 2.2477], [6.1395, 0.0429, -0.2832], [1.3122, -1.4411, 4.7669], [-1.4501, -3.0541, 3.1476], [-1.1971, -1.0266, 0.3495], [-0.1310, 2.5613, -4.5369], [3.6607, -3.6944, -1.2245]],
  "forces_ev_per_angstrom": [[0.019, 0.054, -0.250], [0.015, 0.286, 0.005], [0.329, -0.845, -0.951], [-0.171, 0.081, 0.027], [0.234, -0.213, -0.062], [-0.245, 0.121, -0.288], [0.051, -0.052, -0.167], [0.419, -0.011, -0.012], [-0.111, -0.166, 0.197], [-0.214, -0.121, 0.066], [-0.070, -0.850, -0.392], [-0.244, 0.823, 0.293], [-2.899, -3.378, 0.938], [-0.073, -0.250, -0.269], [-0.172, -0.214, 0.213], [-0.198, 0.012, 0.097], [-0.114, 0.387, 0.016], [0.087, -0.055, 0.087], [-0.135, 0.063, -0.190], [-0.006, 0.010, -0.301], [0.394, -0.169, -1.101], [-0.167, 0.072, -0.211], [-0.308, 0.506, -0.634], [0.047, -0.096, -0.320], [-0.265, -0.360, 0.208], [-1.395, 3.044, 3.051], [0.318, 0.183, 0.176], [0.016, 0.217, 0.159], [0.305, 0.084, 0.071], [0.232, -0.074, 0.015], [-0.285, -0.007, -0.056], [0.054, -0.247, 0.217], [0.021, 0.234, 0.155], [-1.265, 1.095, -0.451], [0.100, -0.084, -0.027], [-0.334, 0.165, -0.510], [0.331, -0.011, 0.007], [0.145, 0.140, -0.246], [-0.430, -0.208, 2.256], [0.039, 0.253, 0.092], [0.030, -0.150, -0.049], [0.129, -0.084, 0.006], [-0.105, 0.036, -0.275], [3.551, 1.802, -0.569], [1.564, -2.812, -1.881], [-0.315, 0.052, 0.165], [0.197, 0.190, 0.343], [0.262, -0.055, 0.137], [-0.097, -0.132, -0.234], [-0.685, -0.692, 0.318], [-0.060, 0.171, 0.093], [0.163, 0.251, 0.023], [0.460, -0.014, -0.199], [0.965, 1.383, -0.919], [-0.051, -0.158, -0.189], [-0.089, -0.083, 0.238], [-0.086, -0.302, 0.000], [-0.652, -0.089, 0.045], [-0.302, -1.701, -0.051], [0.821, -0.345, 1.337], [0.170, 0.786, -0.051], [-0.183, -0.152, 0.037], [-0.197, 0.369, -0.059], [0.170, -0.066, 0.059], [0.165, 0.204, 0.511], [0.250, 0.050, 0.084], [0.222, 0.088, -0.038], [0.376, 0.211, 0.076], [-0.001, -0.610, 0.207], [0.078, -0.180, 0.284], [0.238, 0.322, 0.368], [-0.022, -0.251, -1.381], [0.031, -0.041, -0.395], [0.472, -0.456, 0.042], [-0.024, 0.715, 0.384], [0.256, -0.070, -0.026], [-0.213, 0.156, 0.248], [-0.414, -0.047, -0.154], [-0.198, 0.068, 0.173], [-0.094, -0.086, -0.179], [0.049, 0.239, -0.005], [0.089, -0.109, 0.126], [-0.043, -0.152, 0.225], [-0.245, 0.459, 0.083], [0.091, 0.242, 0.127], [0.243, -0.227, 0.017], [-1.103, 0.334, -0.493], [0.277, 0.284, -0.278], [-0.197, 0.236, -0.237]],
  "molar_mass_da": 548.01,
  "e_lumo_ev": -2.947,
  "total_energy_ev": -62025.9797,
  "charge": 1,
  "gap_ev": 5.71
}

---

Record 2
{
  "formula": "C3H5N3O",
  "method": "ωB97M-V/def2-TZVPD",
  "elements": ["C", "C", "N", "H", "C", "N", "H", "N", "H", "H", "O", "H"],
  "positions_angstrom": [[-0.2956, 0.8596, -3.0081], [-0.4648, 1.5184, -1.8871], [1.2156, -2.1685, 1.3765], [0.6615, -2.8314, 1.9643], [-0.2692, -0.2169, 1.4995], [-0.8228, 0.8498, 1.4678], [-1.7436, 1.2458, 1.6351], [0.7237, -0.8457, 1.6429], [-1.2749, 2.2630, -1.7530], [2.0297, -2.0162, 1.9793], [0.1514, 0.1854, -3.8159], [0.0890, 1.1568, -1.1014]],
  "forces_ev_per_angstrom": [[0.895, 0.435, 1.976], [-2.780, 1.741, -1.772], [-0.029, 0.635, 1.454], [0.177, 0.677, -0.651], [-0.398, 1.752, 0.151], [-2.450, 1.744, -0.784], [0.671, -0.727, 0.151], [1.597, -2.988, 0.346], [0.850, -0.697, -0.111], [0.430, -1.097, -0.637], [-0.104, -0.840, -1.927], [1.142, -0.636, 1.803]],
  "molar_mass_da": 99.09,
  "e_lumo_ev": 0.401,
  "total_energy_ev": -9705.6515,
  "gap_ev": 9.15,
  "smiles": "N=C=NN.C=C=O",
  "de_lowest_ev": 4.932
}

---

Record 3
{
  "formula": "C2H16N2O4",
  "method": "ωB97M-V/def2-TZVPD",
  "elements": ["O", "H", "O", "C", "H", "H", "H", "O", "H", "C", "H", "H", "H", "O", "H", "H", "H", "H", "H", "N", "H", "N", "H", "H"],
  "positions_angstrom": [[-3.0412, 0.6062, 1.2866], [-2.2823, 0.1482, 1.6649], [1.6717, 1.4627, -1.2034], [0.2805, -1.8535, 0.8096], [2.6309, -0.7740, 1.2155], [1.2476, -2.5007, 2.6028], [-0.6729, -0.0240, 0.8172], [-0.0257, 2.5281, -3.0821], [-0.5148, -2.5998, 0.9309], [0.9163, -1.5609, 2.1604], [-2.0963, -0.3901, -2.7094], [-0.6954, 3.0414, -2.6163], [0.9605, -2.3676, 0.1307], [-1.2461, 0.0583, -2.6161], [2.3534, 2.1401, -1.1071], [-0.9122, -0.3344, -1.7864], [0.3615, -0.1385, -0.3954], [1.7658, 0.2452, 2.1585], [1.0842, 1.7752, -1.9250], [2.1159, -0.7032, 2.0871], [0.1873, -1.0893, 2.8100], [-0.2938, -0.6858, 0.1597], [-0.5136, 1.7105, -3.3021], [-3.2813, 1.3059, 1.9094]],
  "forces_ev_per_angstrom": [[-0.044, 0.181, 0.085], [-0.334, 0.087, 0.104], [0.051, -0.037, 0.059], [-0.647, -0.308, 0.079], [-0.275, -0.153, 0.003], [-0.348, -0.167, 0.180], [-0.037, 0.054, 0.107], [-0.398, -0.165, -0.223], [-0.081, 0.110, 0.252], [1.347, -0.540, -0.857], [0.081, 0.216, -0.183], [0.123, 0.092, 0.030], [0.360, 0.316, -0.030], [-0.239, -0.478, 0.165], [-0.232, -0.206, -0.089], [-0.063, 0.169, 0.024], [0.438, -0.162, 0.462], [0.511, 0.159, -0.212], [0.243, 0.211, 0.178], [-0.772, 0.537, 0.502], [-0.093, 0.039, 0.267], [0.072, 0.251, -0.949], [0.183, 0.050, 0.141], [0.152, -0.256, -0.092]],
  "molar_mass_da": 132.16,
  "e_lumo_ev": 0.537,
  "total_energy_ev": -13503.8870,
  "gap_ev": 9.68,
  "smiles": "NCCN.O.O.O.O",
  "de_lowest_ev": 1.045
}

---

Please write out number 2 again, unchanged.
{
  "formula": "C3H5N3O",
  "method": "ωB97M-V/def2-TZVPD",
  "elements": ["C", "C", "N", "H", "C", "N", "H", "N", "H", "H", "O", "H"],
  "positions_angstrom": [[-0.2956, 0.8596, -3.0081], [-0.4648, 1.5184, -1.8871], [1.2156, -2.1685, 1.3765], [0.6615, -2.8314, 1.9643], [-0.2692, -0.2169, 1.4995], [-0.8228, 0.8498, 1.4678], [-1.7436, 1.2458, 1.6351], [0.7237, -0.8457, 1.6429], [-1.2749, 2.2630, -1.7530], [2.0297, -2.0162, 1.9793], [0.1514, 0.1854, -3.8159], [0.0890, 1.1568, -1.1014]],
  "forces_ev_per_angstrom": [[0.895, 0.435, 1.976], [-2.780, 1.741, -1.772], [-0.029, 0.635, 1.454], [0.177, 0.677, -0.651], [-0.398, 1.752, 0.151], [-2.450, 1.744, -0.784], [0.671, -0.727, 0.151], [1.597, -2.988, 0.346], [0.850, -0.697, -0.111], [0.430, -1.097, -0.637], [-0.104, -0.840, -1.927], [1.142, -0.636, 1.803]],
  "molar_mass_da": 99.09,
  "e_lumo_ev": 0.401,
  "total_energy_ev": -9705.6515,
  "gap_ev": 9.15,
  "smiles": "N=C=NN.C=C=O",
  "de_lowest_ev": 4.932
}